Molecular formula: C2H3InO2
Method: DFT, ωB97M-V/def2-TZVPD

```
8
Properties=species:S:1:pos:R:3:mulliken_spin:R:1
C 0.87815 0.37478 -0.60788 -0.010
C 0.09443 1.33835 -0.09024 0.014
O -0.89137 1.06193 0.74539 0.161
O 0.53217 -0.92930 -0.21690 0.026
H 1.57354 0.48898 -1.43757 0.001
H 1.01294 -1.61138 -0.69197 -0.002
In -1.03194 -0.81085 1.09429 0.798
H 0.32122 2.38823 -0.31016 0.012
```

Calculated values
net charge: +1
LUMO energy (spin up / spin down): -4.750 / -8.046 eV
energy relative to the best compared isomer or geometry (same formula, charge and spin): 0.0 kcal per mole
frontier orbital gap (spin up / spin down): 8.8 / 5.5 eV
HOMO (spin up / spin down): -0.4994 / -0.4978 hartree
spin multiplicity: 2
<S²>: 0.75



Molecular formula: C36H37BrGeN4O2RbS
Method: DFT, ωB97M-V/def2-TZVPD

```
83
Properties=species:S:1:pos:R:3:mulliken_spin:R:1
Rb -1.19963 1.00579 0.93537 0.017
O -3.94433 2.08372 2.08292 -0.001
C -5.18373 1.57239 1.77757 -0.001
C -6.30791 2.07373 2.41997 0.000
C -7.57122 1.57479 2.13532 0.000
C -7.71464 0.56330 1.20345 0.000
C -6.58281 0.07197 0.56670 0.000
C -5.30639 0.55158 0.82760 0.000
C -4.11136 -0.01327 0.05744 0.001
O -3.25782 0.86839 -0.37956 0.001
N -3.49889 -1.03210 1.08764 0.000
N -2.36424 -1.62324 0.69574 0.001
C -2.11277 -2.83424 1.01113 0.000
C -0.81642 -3.43404 0.73556 0.013
Br 0.60941 -2.24200 0.30383 -0.017
C -0.53262 -4.73773 0.83637 -0.005
C -1.51947 -5.79306 1.11179 0.000
C -1.18399 -6.83005 1.98556 0.000
C -2.09165 -7.83725 2.26744 0.000
C -3.34476 -7.83161 1.67027 0.000
C -3.67942 -6.82076 0.78239 0.000
C -2.77337 -5.80982 0.50073 0.000
H -4.07642 2.84812 2.65549 0.000
H -6.18990 2.86540 3.15357 0.000
H -8.43303 1.98375 2.64679 0.000
H -8.69346 0.16759 0.96666 0.000
H -6.68666 -0.70692 -0.18164 0.000
H -4.52330 -0.68502 -0.73507 0.000
H -4.21911 -1.66959 1.43280 0.000
H -2.83177 -3.46654 1.53745 0.000
H 0.49739 -5.05607 0.72500 0.000
H -0.20454 -6.83559 2.44850 0.000
H -1.82034 -8.62906 2.95377 0.000
H -4.05511 -8.61843 1.88851 0.000
H -4.64790 -6.82119 0.29879 0.000
H -3.02682 -5.03543 -0.21294 0.000
C 1.90281 1.86466 2.06968 0.120
Ge 2.77233 1.04707 0.52329 0.487
C 3.82940 -0.48231 1.08811 0.095
C 3.43521 -1.20672 2.21365 0.053
C 4.15984 -2.30325 2.65015 -0.025
C 5.29858 -2.69943 1.96390 0.045
C 5.71070 -1.98786 0.84662 -0.025
C 4.98327 -0.88888 0.41506 0.017
C 3.76823 2.38168 -0.49728 0.220
C 4.00767 3.61048 0.06945 -0.010
C 4.66402 4.63971 -0.63860 -0.006
C 5.07059 4.43409 -1.92417 0.028
C 4.82531 3.19453 -2.56577 -0.018
C 5.18821 2.98602 -3.91841 0.000
C 4.90189 1.80774 -4.54601 0.001
C 4.24041 0.77909 -3.84374 0.042
C 3.88671 0.95247 -2.53552 0.102
C 4.16852 2.16155 -1.85265 -0.164
H 2.64360 1.95376 2.86835 0.014
H 1.07802 1.26584 2.45547 -0.021
H 1.51854 2.84673 1.79719 -0.008
H 2.54525 -0.91677 2.76116 0.007
H 3.83453 -2.85069 3.52575 -0.002
H 5.86528 -3.55865 2.29934 0.003
H 6.60388 -2.28398 0.31124 -0.001
H 5.32732 -0.33840 -0.45450 0.009
H 3.67813 3.81716 1.08155 0.005
H 4.83891 5.59214 -0.15529 -0.001
H 5.57648 5.21694 -2.47658 0.000
H 5.69204 3.78477 -4.44967 0.000
H 5.17816 1.65990 -5.58189 0.000
H 4.00776 -0.15102 -4.34592 0.001
H 3.36680 0.15428 -2.01645 0.011
C 1.27981 3.21534 -3.45843 0.005
N 1.11568 3.72478 -2.11518 0.006
C -0.05939 3.83208 -1.46805 0.008
S -0.10670 4.36969 0.13653 -0.002
N -1.16455 3.49686 -2.14268 -0.001
C -2.52059 3.65584 -1.63749 0.001
H 2.33729 3.23052 -3.71041 -0.002
H 0.75413 3.84075 -4.18586 0.000
H 0.92943 2.18211 -3.55085 0.003
H 1.93282 3.89085 -1.55012 -0.005
H -1.06666 3.17055 -3.08881 0.000
H -2.65103 3.12209 -0.70077 0.000
H -3.19554 3.20638 -2.36068 0.000
H -2.75410 4.71199 -1.49772 0.000
```

Calculated values
LUMO energy (spin up / spin down): 0.188 / -1.043 eV
energy relative to the best compared isomer or geometry (same formula, charge and spin): 5.8 kcal per mole
frontier orbital gap (spin up / spin down): 7.4 / 6.2 eV
HOMO (spin up / spin down): -0.2640 / -0.2648 hartree
spin multiplicity: 2
<S²>: 0.75



Molecular formula: C31H30BrIrN7O3S
Method: DFT, ωB97M-V/def2-TZVPD

```
74
Properties=species:S:1:pos:R:3:mulliken_spin:R:1
Ir 0.48575 -1.36214 0.37368 0.984
C -3.51810 -3.92140 2.04286 0.002
N -2.37618 -4.41773 1.26867 0.005
C -1.99260 -5.74415 1.18236 0.000
C -0.90582 -5.80018 0.39626 0.005
N -0.62947 -4.49260 -0.01424 0.006
C -1.53973 -3.66367 0.55656 -0.005
S -1.71005 -1.96673 0.33607 0.015
C 0.40661 -4.16268 -0.92279 0.000
C 0.83173 -5.13977 -1.81429 -0.001
C 1.90084 -4.88164 -2.65006 -0.001
C 2.51586 -3.63831 -2.58814 0.001
C 2.00297 -2.70599 -1.71798 -0.001
N 0.96652 -2.94587 -0.88627 -0.050
H -4.09420 -4.77859 2.37727 0.000
H -4.14570 -3.29521 1.41453 0.000
H -3.15977 -3.35980 2.90276 0.000
H -2.52945 -6.52635 1.69088 0.000
H -0.29537 -6.63924 0.11915 0.001
H 0.31653 -6.08687 -1.86808 0.000
H 2.23984 -5.63700 -3.34661 0.000
H 3.35762 -3.38744 -3.21734 0.000
H 2.41085 -1.70327 -1.67798 -0.002
C 2.52346 -3.87306 3.68606 0.006
C 2.18477 -2.73283 2.78371 -0.003
O 1.18151 -2.76777 2.04930 0.075
N 2.99078 -1.65586 2.79862 -0.003
C 2.70729 -0.44545 2.05600 -0.005
C 1.47141 0.28856 2.54023 0.009
C 1.51817 1.12830 3.63965 0.001
C 0.34780 1.71213 4.09877 -0.001
C -0.83911 1.44589 3.42916 0.004
C -0.81316 0.61298 2.32675 0.002
N 0.31999 0.04198 1.88970 -0.026
H 2.46060 -4.80453 3.12672 0.000
H 1.77975 -3.91233 4.48363 0.000
H 3.51165 -3.78152 4.13089 0.001
H 3.78916 -1.66334 3.41452 0.000
H 2.62407 -0.67697 0.97177 -0.005
H 3.57868 0.20150 2.14258 0.000
H 2.46250 1.31056 4.13606 0.000
H 0.36091 2.35433 4.96968 0.000
H -1.78090 1.85353 3.77014 0.000
H -1.71555 0.35881 1.78862 -0.004
C -0.86061 -1.49697 -3.48745 0.005
O -0.55914 -0.41671 -2.58318 -0.013
C -0.89441 0.82309 -2.96068 -0.030
C -1.52059 1.13355 -4.16724 0.000
C -1.79666 2.45791 -4.57705 0.001
Br -2.61193 2.74301 -6.22740 0.000
C -1.43955 3.48882 -3.76964 0.000
C -0.87202 3.21559 -2.47235 0.006
C -0.58877 1.85225 -2.07583 -0.009
O -0.00781 1.50155 -0.90546 0.029
C -0.63048 4.34563 -1.70968 0.003
N -0.44836 5.59868 -2.33505 0.000
C -0.31012 6.46277 -1.39254 0.000
C -0.09490 7.89585 -1.51348 0.001
C -0.03260 8.59765 -0.36321 0.000
C -0.17655 7.93686 0.90624 0.000
C -0.36175 6.55785 1.08600 0.000
C -0.42312 5.82811 -0.06508 0.000
N -0.58608 4.49672 -0.34049 0.000
H -0.37547 -1.33893 -4.45119 0.000
H -1.93886 -1.60614 -3.60579 -0.001
H -0.45541 -2.38828 -3.02209 0.000
H -1.78733 0.33568 -4.84790 0.000
H -1.60629 4.51307 -4.06614 0.000
H 0.55829 2.21475 -0.57802 0.000
H -0.01276 8.34384 -2.49564 0.000
H 0.11635 9.66916 -0.36957 0.000
H -0.13972 8.55724 1.79644 0.000
H -0.45356 6.13945 2.07818 0.000
H -0.89225 3.79965 0.32542 0.000
```

Calculated values
net charge: +4
LUMO energy (spin up / spin down): -14.401 / -14.402 eV
energy relative to the best compared isomer or geometry (same formula, charge and spin): 48.7 kcal per mole
frontier orbital gap (spin up / spin down): 3.0 / 3.1 eV
HOMO (spin up / spin down): -0.6412 / -0.6450 hartree
spin multiplicity: 2
<S²>: 0.75



Molecular formula: C29H28N6O5SSn
Method: DFT, ωB97M-V/def2-TZVPD

```
70
Properties=species:S:1:pos:R:3:mulliken_spin:R:1
Sn 0.37001 0.02920 -1.01653 -0.005
C 4.55436 3.84309 2.00359 0.000
C 3.90786 2.49575 1.87223 0.009
C 4.09134 1.71968 0.73110 -0.001
C 3.54357 0.45083 0.63394 0.005
C 2.79689 -0.04408 1.69545 0.010
C 2.58199 0.71797 2.84204 0.007
C 3.13108 1.98223 2.91643 -0.004
S 2.19575 -1.68406 1.62567 -0.023
O 2.26857 -2.27692 2.92837 -0.001
O 2.78185 -2.35413 0.49912 0.022
N 0.61330 -1.44288 1.13463 0.356
C -0.48431 -1.81291 1.75207 0.076
C -0.59752 -2.38095 3.05492 0.232
C -1.82920 -2.75872 3.56557 -0.057
C -2.98300 -2.61916 2.82393 0.308
C -2.94210 -2.06562 1.51269 -0.035
C -4.09684 -1.93703 0.71766 0.018
C -3.98722 -1.42051 -0.54492 -0.026
C -2.72712 -1.01322 -0.99544 0.022
N -1.63419 -1.10444 -0.25875 -0.019
C -1.71895 -1.63728 0.97678 0.092
H 4.98051 4.17167 1.05754 0.000
H 5.35958 3.79908 2.73993 0.001
H 3.83471 4.58664 2.34343 0.000
H 4.68205 2.10806 -0.08873 0.000
H 3.72353 -0.16746 -0.23511 0.000
H 2.01839 0.30823 3.67075 0.001
H 2.97556 2.58268 3.80443 0.000
H 0.30080 -2.51387 3.63644 0.000
H -1.87743 -3.18063 4.56010 0.004
H -3.93833 -2.93209 3.22554 0.003
H -5.05353 -2.25704 1.11169 0.001
H -4.84704 -1.31153 -1.19046 0.001
H -2.59206 -0.59363 -1.98435 0.003
N -0.66146 2.48222 2.44945 0.000
C -0.19912 2.30482 1.19782 0.001
O -0.58851 1.25041 0.58008 0.001
C 0.65732 3.27059 0.63449 0.000
C 1.04637 4.38934 1.40648 0.001
N 1.31803 5.25306 2.12141 0.000
C 1.11150 3.07141 -0.68004 -0.001
N 1.43241 2.80447 -1.75898 0.000
H -0.45859 3.32148 2.96646 0.000
H -1.30940 1.81151 2.81958 0.001
O -0.32978 -1.59607 -2.80211 0.001
N -0.22417 -2.83320 -2.36271 0.003
C 0.93274 -3.27108 -1.82891 0.000
C 1.03155 -4.54692 -1.31415 0.000
C -0.05719 -5.39928 -1.37720 -0.001
C -1.22991 -4.93939 -1.96142 0.001
C -1.29317 -3.65222 -2.44341 -0.001
H 1.74372 -2.56082 -1.83148 -0.001
H 1.96755 -4.84979 -0.86788 0.000
H 0.00736 -6.40599 -0.98930 0.000
H -2.10099 -5.57261 -2.05028 0.000
H -2.15843 -3.21457 -2.91580 0.000
C -2.38817 2.93420 -3.27122 0.000
C -1.13810 2.71408 -4.12376 0.000
C -0.71895 1.31147 -3.73388 0.000
O -1.16526 1.15381 -2.34699 -0.005
C -1.99025 2.29024 -1.95909 0.001
H -3.25165 2.42655 -3.70534 0.000
H -2.63622 3.98630 -3.14383 0.000
H -0.35968 3.42450 -3.84561 0.000
H -1.32727 2.79780 -5.19199 0.000
H 0.35925 1.15743 -3.75916 0.000
H -1.21016 0.53472 -4.31976 0.000
H -1.39243 2.96019 -1.34288 0.000
H -2.82183 1.90435 -1.37032 0.000
```

Calculated values
net charge: +1
LUMO energy (spin up / spin down): -3.654 / -5.494 eV
frontier orbital gap (spin up / spin down): 7.0 / 5.2 eV
HOMO (spin up / spin down): -0.3914 / -0.3914 hartree
spin multiplicity: 2
<S²>: 0.80